Entry 1:
102
Properties=species:S:1:pos:R:3:forces:R:3 method="wB97M-V/def2-TZVPD" homo_lumo_gap_ev="5.52 / 5.87" s_squared=0.760 total_charge=+1 lumo_energy_ha="-0.173 / -0.160" spin_multiplicity=2
C 2.2752 0.6788 -2.4192 0.35 0.16 -0.10
C -5.3798 -2.9425 -1.4195 -0.12 -0.02 -0.04
O -2.3318 0.5981 -0.7522 0.35 0.11 0.00
C 1.0986 3.3432 -1.5957 0.03 0.11 -0.15
H 1.6499 1.8136 4.8529 -0.01 -0.01 -0.04
C -5.5667 1.2244 2.9012 -0.11 0.01 0.02
C -3.0926 1.4200 -1.7599 -0.07 -0.27 0.14
H -3.0481 -0.2045 -3.1879 0.02 0.04 0.01
H 0.3326 1.7837 2.7845 0.04 -0.03 0.00
C 4.6231 1.1578 -2.1675 0.15 0.00 0.08
C -2.0752 5.6925 0.8244 0.03 -0.03 0.02
H 6.6982 4.8900 1.7031 -0.02 0.00 -0.02
C -1.7864 3.1122 1.7999 -0.02 0.12 0.01
C 3.3439 2.7158 3.9398 0.18 0.07 -0.06
C 5.6943 0.8076 0.0423 -0.05 0.02 -0.14
C 1.3328 2.2041 2.7402 0.06 -0.13 0.37
H 3.5714 1.3720 -4.0025 -0.01 0.00 0.02
Cl 1.5024 -1.7220 -4.6303 0.23 0.02 -0.18
C -2.0985 2.2874 -2.4899 0.10 0.07 -0.06
C 3.1269 3.2881 1.5580 -0.06 0.06 -0.10
H 5.3394 5.0137 -0.3871 0.00 -0.01 0.02
H -5.3493 -2.3389 -2.3282 -0.01 0.00 0.04
H 1.4215 0.7150 -3.0781 0.00 0.03 -0.01
H -2.9612 -4.1116 -2.0067 -0.02 -0.02 -0.04
Cl 0.0830 -4.0473 -3.5873 -0.02 -0.02 0.11
H -4.5291 -0.1529 -2.2087 0.05 0.06 0.02
H 3.9402 2.7267 4.8458 0.00 0.01 -0.04
C -0.9715 3.5246 0.7453 -0.37 0.23 0.08
O -3.8001 0.4988 1.4951 0.23 0.11 0.08
H -5.2010 2.2210 2.6696 0.07 0.11 0.01
H 6.5027 0.4217 1.9709 -0.01 -0.01 0.00
H -4.8561 1.6836 -0.5031 0.05 -0.02 -0.04
H -6.3835 0.9917 2.2155 0.05 0.00 -0.01
W 0.1431 -0.0380 -0.4445 -1.76 -0.94 0.51
H -4.6151 2.9020 -1.7563 0.01 0.02 0.03
C 5.6306 0.3755 1.3331 -0.15 -0.05 0.20
H -2.6188 2.8031 -3.2987 0.00 0.02 0.03
H -5.6704 -1.3551 1.9143 0.02 0.04 0.03
C -4.0556 -3.8238 0.5116 0.01 -0.05 0.09
C 3.3280 0.3049 -0.2966 0.16 0.10 -0.22
H -3.1446 -3.7027 1.1036 -0.02 0.00 -0.03
H -4.9175 -3.6571 1.1581 0.02 -0.01 -0.03
C 1.8175 2.6878 1.5551 0.28 0.14 -0.07
C -4.4445 0.2103 2.7708 -0.06 -0.10 -0.24
C -2.8949 -3.1113 -1.5803 0.17 0.00 -0.14
C 3.8883 3.2781 2.7553 0.07 -0.04 0.11
C 4.4177 -0.1439 1.8508 0.43 0.19 -0.08
C 0.0675 -1.5751 -2.4451 -0.06 0.28 -0.25
C 0.0785 -2.3096 -3.7767 -0.32 0.17 0.25
Br 1.7157 -0.8666 1.5935 -0.42 0.00 0.04
C 2.1466 0.3131 -1.0964 -0.14 -0.21 0.09
H -1.2993 1.6978 -2.9346 -0.03 -0.01 -0.01
H 5.5714 1.4957 -2.5688 -0.02 0.01 0.02
Si -3.0130 -0.3708 0.4003 -0.30 0.01 0.28
C -3.7763 0.4544 -2.7125 -0.03 -0.03 -0.10
H 4.3562 -0.5103 2.8661 0.00 0.00 -0.01
Ge 0.5287 2.4723 0.0611 0.48 0.71 0.24
H -0.7911 -2.0089 -4.3527 -0.05 -0.04 0.00
H -4.0908 -4.8530 0.1522 0.00 0.02 -0.01
C 3.5188 1.0898 -2.9585 -0.19 -0.08 0.00
H -6.1998 -2.5904 -0.7926 0.01 -0.02 -0.01
C 4.9441 4.5040 0.4832 0.18 0.05 0.14
C 3.6995 3.9498 0.4334 -0.20 -0.16 0.10
C 4.5575 0.7638 -0.8063 0.20 0.08 -0.10
S -1.1538 -1.1410 1.1700 0.09 0.31 -0.12
O 0.5600 -2.0040 -1.3950 0.40 -0.54 -0.25
H -4.2733 1.0306 -3.4942 -0.02 -0.02 0.00
H -2.5511 -0.2767 3.7117 -0.04 -0.01 -0.03
H -3.0596 1.4054 3.9374 -0.03 -0.01 -0.03
H 2.1390 3.1160 -1.7968 0.00 0.01 -0.08
H -3.3027 3.6625 3.2183 -0.05 -0.08 0.05
H 0.9817 4.4228 -1.5269 0.07 0.02 -0.02
H -1.7108 2.1066 2.1966 -0.01 -0.02 -0.05
H 5.7466 3.8279 3.7054 -0.03 -0.01 -0.03
H -1.9572 -3.0556 -1.0268 0.10 0.04 0.00
H 6.6240 1.1915 -0.3593 -0.01 0.00 0.00
C 5.1865 3.8536 2.7768 -0.11 -0.09 0.10
C -1.1350 4.8315 0.2730 -0.11 -0.07 0.03
C -4.0685 -2.8591 -0.6618 -0.04 0.12 0.16
H -5.5825 -3.9767 -1.7017 0.01 0.02 -0.02
H -2.8967 -2.3884 -2.4011 0.05 -0.02 0.04
H 3.1230 4.0515 -0.4715 0.02 -0.05 0.03
H -4.2090 -1.9503 2.7230 0.01 0.04 -0.01
O -4.0000 -1.5129 -0.1257 0.03 -0.12 -0.22
H -5.5698 -1.3727 3.6816 0.01 0.02 -0.01
C 2.0844 2.2082 3.9423 -0.25 -0.04 -0.19
H -3.6125 2.9270 -0.2939 0.03 0.00 0.01
H -3.8581 0.1083 4.8321 0.00 0.02 0.00
C 5.7117 4.4450 1.6700 -0.01 0.06 -0.23
H -0.5222 5.2042 -0.5352 0.00 0.01 -0.03
C -5.0046 -1.2020 2.7638 -0.02 -0.11 0.11
H -5.9635 1.2255 3.9179 0.00 -0.03 -0.03
C -3.4129 0.3751 3.8725 0.09 0.05 0.10
C 3.3453 -0.1506 1.0245 0.08 -0.02 0.05
C -2.8580 5.2708 1.8874 0.01 0.00 0.01
H -2.1798 6.6984 0.4376 0.01 -0.02 -0.01
H -1.6816 3.0412 -1.8264 0.00 0.02 0.03
H 0.5108 2.9873 -2.4392 -0.01 0.03 -0.02
O -0.4200 -0.3678 -2.4154 0.34 -0.30 -0.06
H -3.5751 5.9442 2.3389 0.00 -0.01 -0.01
C -4.1022 2.2795 -1.0205 -0.08 0.03 0.00
C -2.7041 3.9825 2.3773 0.04 -0.06 -0.08

Entry 2:
64
Properties=species:S:1:pos:R:3:forces:R:3 method="wB97M-V/def2-TZVPD" homo_lumo_gap_ev="5.50 / 4.56" s_squared=2.023 total_charge=+1 lumo_energy_ha="-0.102 / -0.179" spin_multiplicity=3
S 0.2748 2.5899 -1.1803 0.14 -0.09 -0.59
C 1.0310 1.3565 0.0229 -0.65 0.23 0.36
H 0.6377 4.9110 4.8964 0.01 -0.01 0.01
H 3.1259 2.1127 -1.7078 0.00 0.04 0.01
H -1.6477 -1.7075 1.2408 -0.02 -0.07 0.10
H 2.9441 -1.9240 0.2058 0.05 0.04 0.06
C 3.3350 -1.2661 -2.5178 0.09 0.07 0.11
H 3.9047 -1.2049 -3.4462 -0.01 0.01 0.00
H -2.1429 -3.1978 -2.3540 -0.07 0.00 -0.01
H 2.6085 -2.0778 -2.6266 0.04 -0.02 -0.07
C -4.0683 -0.7740 0.2388 0.10 0.00 0.02
H -0.2269 -4.7601 -2.2603 0.03 -0.04 0.01
H -2.8451 1.6987 2.3311 0.09 0.06 0.06
H 4.2906 0.9141 -1.1402 0.01 0.04 0.00
H -2.3207 -5.0985 -0.8859 -0.02 0.05 -0.03
C -0.4362 1.6657 0.3176 0.61 -0.40 -0.24
H 2.3971 0.3264 -4.3918 0.01 -0.02 0.03
C -3.5974 1.1102 1.8208 0.04 0.04 -0.05
H 3.0229 4.4560 4.3972 -0.01 0.01 0.00
H 0.9427 -0.3065 -3.6082 0.02 0.00 -0.04
C -2.8207 1.8979 -1.2303 -0.01 -0.59 -0.44
H -4.9349 -0.1423 0.0498 0.01 -0.01 -0.07
H -4.4035 -1.6192 0.8438 -0.02 0.02 0.05
C 2.6061 3.2129 2.7248 0.14 0.01 0.14
N 1.9607 1.7867 0.9216 1.02 -0.33 -0.18
Au -0.3755 -1.4847 -1.0796 -0.49 0.44 -0.06
N -0.7312 2.3650 1.4259 -1.31 -0.09 0.61
H 4.0311 -1.5141 -1.7157 0.00 -0.03 -0.06
H -3.7323 -1.1591 -0.7313 -0.17 0.13 0.05
H 1.3644 1.3997 -3.4557 -0.12 0.13 0.05
H -1.3331 -0.3689 2.3599 0.00 -0.03 0.01
H 0.9727 -3.6826 0.1829 0.06 -0.01 0.02
H -1.1370 3.9179 3.4978 0.01 0.00 -0.04
C 2.6024 -0.9320 0.5059 -0.32 -0.49 -0.15
H 3.4415 -0.2715 0.7032 0.00 0.07 -0.02
H -2.7450 -1.4106 2.6004 -0.03 0.02 0.00
C 3.6296 1.1827 -1.9644 -0.02 0.00 0.04
P 1.5354 -0.2147 -0.7763 0.37 0.98 0.12
H -3.8134 1.4946 -1.4310 -0.03 0.08 0.01
C 2.6270 0.0727 -2.2672 -0.41 -0.38 0.01
C -0.0920 3.7250 3.2874 -0.05 0.14 0.21
H -4.2012 1.7819 1.2107 -0.02 0.01 0.01
H 4.2443 1.3585 -2.8497 0.00 -0.04 -0.02
C 0.2270 2.9121 2.1840 0.96 -0.16 -0.50
H -4.2565 0.6448 2.5593 -0.01 -0.03 -0.05
H 0.0389 -5.6550 -0.7635 0.09 0.05 -0.01
H 1.5772 -3.6796 -1.3377 0.04 0.01 0.04
H 2.0059 -1.0165 1.4148 0.07 0.05 0.05
C -1.6135 -4.2902 -0.6935 0.26 -0.12 -0.03
C -2.9577 0.0129 0.9720 0.27 -0.34 -0.33
C -2.1213 -0.9258 1.8475 0.08 0.16 -0.03
N 0.7219 -3.6167 -0.7981 0.08 -0.26 -0.03
C 1.6224 2.6330 1.8997 -0.98 0.21 0.09
H -2.8842 2.7746 -0.5876 0.06 -0.03 0.12
H -1.5914 -4.1052 0.3821 -0.06 -0.02 0.01
P -1.8099 0.6319 -0.3875 0.31 0.56 0.72
C 1.7718 0.3981 -3.4988 0.10 -0.03 0.05
N -2.0022 -3.0371 -1.3605 -0.10 0.25 -0.04
C 0.8988 4.2720 4.0635 -0.26 -0.06 -0.05
H 3.6432 3.0085 2.4883 0.00 0.01 0.04
C 2.2519 4.0144 3.7794 0.25 -0.07 -0.13
H -2.3452 2.1668 -2.1702 -0.05 0.05 0.01
C -0.2241 -4.6769 -1.1716 -0.20 -0.09 0.06
H -2.8782 -2.6858 -0.9870 0.04 -0.10 -0.04

Entry 3:
84
Properties=species:S:1:pos:R:3:forces:R:3 method="wB97M-V/def2-TZVPD" homo_lumo_gap_ev="6.60 / 6.15" s_squared=0.770 total_charge=+2 lumo_energy_ha="-0.253 / -0.282" spin_multiplicity=2
C 0.8489 1.9659 2.0348 0.02 0.03 0.02
H 3.5650 -1.3687 -1.5005 0.00 -0.02 0.01
H 4.0599 2.0083 1.7636 0.00 -0.01 0.00
H 2.4332 -4.6814 1.7529 0.00 0.01 -0.02
C -2.9319 -0.4182 -0.7750 0.00 -0.07 0.01
H -1.9010 -4.0372 1.0515 0.00 -0.01 -0.04
H -3.9163 -0.5575 -0.3306 -0.02 0.00 -0.05
C 0.5064 -2.8595 1.3919 -0.12 -0.07 -0.13
C -0.0748 -3.5487 3.7685 -0.02 0.05 -0.04
O 1.0097 -3.1135 0.2906 0.02 0.05 0.16
H -0.0035 3.7209 -6.6657 0.00 0.00 0.00
Re 0.0351 -0.0506 -0.0140 -0.15 -0.01 -0.25
O -0.0728 -4.2538 4.7407 0.00 -0.02 0.00
C -0.6840 6.3264 -6.2768 0.00 0.00 0.00
C -2.4761 1.2901 0.8290 0.06 0.00 0.08
C -1.6256 3.0424 2.4535 0.01 0.02 0.02
H 3.9568 -0.3063 0.8401 -0.01 -0.03 0.01
C -0.7487 -1.3778 2.7786 0.09 0.01 0.11
H 1.7578 -1.7325 -3.3154 -0.04 -0.04 -0.05
C -0.2983 2.2148 -2.3325 -0.01 -0.03 -0.12
H -3.9753 2.7789 1.1541 -0.01 0.00 0.01
H -2.7089 -2.1123 -2.0785 -0.03 -0.04 0.01
C -0.8910 5.5152 -3.9289 -0.01 0.00 0.02
C -0.1184 2.9476 -4.6690 -0.01 -0.01 0.01
H 2.8532 -2.3464 2.7274 -0.01 0.00 0.03
H 1.4361 0.1998 -2.1526 0.02 0.04 0.03
N -2.0430 0.2788 0.1616 -0.05 0.04 -0.01
H -2.6182 3.4341 2.6186 0.01 0.00 0.01
H -0.4393 -2.4634 -0.6805 0.03 -0.04 0.02
H 1.9838 -5.2234 3.3660 0.00 0.00 0.00
H -2.5865 -2.5038 -0.3687 0.03 0.01 0.08
H -1.0237 4.7465 -1.9352 0.01 0.00 0.00
H 2.7430 -1.6065 0.7693 0.02 -0.04 0.02
C -0.4066 3.2319 -3.3320 -0.01 0.03 0.01
C -0.6012 5.2181 -5.2550 0.00 -0.02 -0.01
C -0.2734 -1.7556 -2.5501 0.00 0.05 0.02
F 0.3337 7.1874 -6.1207 0.00 0.00 -0.01
C 2.9917 -0.6025 0.4359 0.00 0.04 0.01
N -0.0933 -1.6436 1.5771 0.13 0.01 -0.08
H -1.1666 -2.0489 4.6439 0.01 0.00 0.02
C -0.7980 4.5261 -2.9701 -0.01 0.00 -0.01
H -1.1923 6.5174 -3.6543 0.00 -0.01 0.00
H -2.2457 -4.7142 2.6437 0.01 0.00 0.00
C -3.8936 1.7415 0.8441 -0.03 0.01 0.01
H -2.2088 -5.7623 1.2333 0.00 0.01 0.01
H -0.6683 4.3969 3.8148 0.00 0.00 0.00
C 2.8453 -3.2551 3.3385 0.03 -0.02 -0.01
C -2.3270 -1.7624 -1.1204 0.04 0.05 0.00
C -1.7304 -4.9028 1.7004 0.00 0.02 0.01
F -1.8219 7.0213 -6.1386 0.00 0.00 0.00
H -3.0350 0.2081 -1.6649 0.04 0.03 0.01
N -0.8425 -1.6648 -1.1814 -0.03 0.06 -0.02
H 1.5755 3.3999 3.4531 -0.01 0.01 0.00
C -1.4309 1.9854 1.5793 -0.01 -0.02 -0.03
C -0.5388 3.5738 3.1260 -0.03 -0.02 -0.01
N -0.2072 1.4756 1.3622 -0.05 0.06 -0.06
H -4.4619 1.1312 1.5525 0.00 0.00 -0.01
H 2.4695 -2.9924 4.3289 0.00 0.00 -0.01
C 3.3685 1.5047 2.4442 0.00 0.03 0.02
H -4.3563 1.6476 -0.1363 0.01 0.00 0.00
O -1.3571 -0.3403 2.9676 -0.01 -0.05 -0.05
N 1.5762 -0.6019 -1.5399 -0.12 -0.08 0.14
C 2.9900 -0.5487 -1.0733 -0.04 0.00 -0.05
C 1.2262 -1.7884 -2.3655 0.05 -0.01 0.02
C 2.0806 1.2231 1.7489 -0.04 -0.05 0.06
H 1.5251 -2.6879 -1.8327 0.04 0.05 -0.02
H 3.8793 -3.5761 3.4578 -0.01 0.00 0.00
C 0.7153 3.0200 2.9224 0.03 -0.02 0.00
H 3.4196 0.3917 -1.4177 0.03 -0.01 -0.02
C -0.1965 1.3506 -1.4746 0.14 -0.04 0.34
H -0.1146 -5.9690 2.6378 -0.01 0.01 0.01
H -0.5962 -0.8859 -3.1229 -0.01 0.00 -0.01
F -0.6353 5.8571 -7.5271 0.00 0.01 0.00
N -0.6864 -2.3068 3.7911 -0.04 0.00 -0.02
H 3.2205 2.1454 3.3073 0.01 0.01 -0.01
N 1.9118 0.2905 0.8765 0.00 0.06 -0.20
H 0.1774 1.9468 -4.9552 0.01 0.00 0.01
C 0.5456 -3.9469 2.4513 -0.06 -0.08 -0.01
C -0.2462 -5.1660 1.9123 0.07 -0.01 0.02
C -0.2193 3.9391 -5.6293 0.01 0.01 0.00
H 3.8379 0.5845 2.7884 -0.01 0.00 0.00
H -0.6330 -2.6642 -3.0342 0.03 0.00 -0.05
H 0.2350 -5.4781 0.9850 -0.01 0.01 0.00
C 2.0081 -4.3589 2.7029 0.03 0.04 0.06

Entry 4:
22
Properties=species:S:1:pos:R:3:forces:R:3 method="wB97M-V/def2-TZVPD" smiles=ClC1(Cl)[C@@H]2CCCCC[C@@]21Br homo_lumo_gap_ev=9.47 lumo_energy_ha=0.027 spin_multiplicity=1
H 0.8429 -0.6528 -1.7670 0.05 -0.02 -0.05
H 0.4519 -1.6939 2.1021 0.01 -0.12 -0.09
C -0.2048 1.1033 -1.0864 -0.08 -0.22 -0.16
C 0.4372 -1.1979 1.1291 0.00 0.24 0.08
H -0.3592 0.7372 1.6444 -0.03 0.10 0.14
H 0.2610 -1.9582 0.3674 -0.08 -0.03 0.05
Cl 2.4574 -2.5675 -0.9342 0.04 -0.14 -0.03
Cl 4.5161 -1.1550 0.5626 -0.09 -0.04 0.04
H 1.5755 0.8681 -2.2907 0.05 -0.15 0.07
H -2.1005 0.8127 -0.1517 -0.06 -0.07 -0.08
C -0.6886 -0.1568 1.1133 -0.06 -0.28 -0.18
C 2.8547 -1.2232 0.0801 -1.27 2.80 -0.66
Br 3.1055 1.8665 -0.0337 -0.14 -0.04 -0.04
H -0.7002 1.4095 -2.0110 0.01 0.05 0.01
C 1.7962 -0.5564 0.9198 -0.10 -0.11 0.00
H -1.5403 -0.5670 1.6594 0.01 0.04 0.07
C 1.0882 0.3630 -1.4526 -0.18 0.34 0.03
H 0.0403 2.0148 -0.5359 -0.01 0.05 -0.01
C -1.1767 0.2435 -0.2809 0.11 0.32 0.17
H -1.4203 -0.6509 -0.8603 -0.07 -0.06 0.02
C 2.0255 0.3158 -0.2908 1.85 -2.69 0.72
H 2.1971 -0.1442 1.8434 0.04 0.03 -0.10